Record 1
A molecular structure, C2H4P2 at a distorted geometry. Source: the Open Molecules 2025 dataset; level of theory: wB97M-V/def2-TZVPD.

```
8
Properties=species:S:1:pos:R:3:forces:R:3:nbo_charge:R:1
C 1.196091 0.410572 -0.006432 3.3 -2.2 -1.3 -0.336
C 0.291772 -0.624212 -0.006738 4.0 1.4 -1.0 -0.600
P -1.140536 0.275948 0.105658 -5.6 -0.3 -0.7 0.308
P -2.797885 -0.618170 -0.948976 1.3 0.9 1.0 -0.054
H 2.298195 0.294934 -0.359588 -1.8 -0.3 0.8 0.199
H 1.062947 1.469162 0.191310 -0.8 -0.2 0.2 0.212
H 0.554137 -1.615744 -0.450104 -0.5 0.9 0.8 0.264
H -1.464720 0.407512 1.474870 0.0 -0.2 0.0 0.007
```
Positions in Å, forces in eV/Å.

Properties
Highest occupied orbital energy (alpha / beta) (eV): -7.7 / -7.8
Gap between HOMO and LUMO (alpha / beta) (hartree): 0.24044 / 0.23994
Energy above the lowest of the compared OMol25 structures with the same formula, charge and spin (kcal per mole): 67.1
Charge: 0

Record 2
2 unconnected molecules or ions with the total composition CHBr2FO at a distorted geometry. Source: the Open Molecules 2025 dataset; level of theory: wB97M-V/def2-TZVPD.

```
6
Properties=species:S:1:pos:R:3:forces:R:3:nbo_charge:R:1
C 0.868904 0.667429 0.411554 -1.7 0.9 0.5 0.728
O 0.999122 0.951063 1.538500 0.9 -0.3 0.3 -0.491
F -0.150801 1.262017 -0.264115 0.6 -0.4 -0.5 -0.342
Br -1.428805 -1.765705 -0.627077 -0.2 -0.8 -0.1 -0.202
Br 1.736256 -0.594653 -0.620536 0.8 0.0 -0.3 0.103
H -2.024677 -0.520152 -0.438325 -0.3 0.6 0.1 0.204
```
Positions in Å, forces in eV/Å.

Properties
Highest occupied orbital energy (eV): -10.7
Gap between HOMO and LUMO (hartree): 0.40430
Energy above the lowest of the compared OMol25 structures with the same formula, charge and spin (kcal per mole): 3.5
Structure (SMILES): O=C(F)Br.Br
Charge: 0

Record 3
A single C3H6N4O molecule at a distorted geometry. Source: the Open Molecules 2025 dataset; level of theory: wB97M-V/def2-TZVPD.

```
14
Properties=species:S:1:pos:R:3:forces:R:3:nbo_charge:R:1
C 0.767772 -0.551917 -0.840751 -0.4 0.8 0.1 0.544
C 0.962214 -0.493803 0.505864 0.2 -0.4 -0.8 -0.515
C -0.267005 0.016055 1.050665 1.4 -1.1 -0.9 0.381
H 1.204996 -0.736953 -2.837626 -0.2 0.1 0.4 0.410
H 2.533508 -0.991417 -1.786255 -0.8 0.0 0.1 0.402
H 1.849791 -0.773402 1.059651 -0.3 0.1 -0.1 0.232
H 0.186089 0.317264 2.865509 0.1 0.0 -0.1 0.352
H -1.638098 1.820279 0.667225 -0.1 -0.1 -0.1 0.364
H -2.893137 0.807038 0.273928 0.0 0.8 -0.2 0.369
N 1.519745 -0.925430 -1.895091 1.4 -0.4 -0.3 -0.804
N -0.569895 0.397702 2.197068 -1.1 0.9 1.6 -0.742
N -1.237304 0.029788 0.000181 1.4 -0.5 0.0 -0.007
N -1.985248 1.160537 -0.032558 -1.4 0.1 0.2 -0.627
O -0.433428 -0.075742 -1.227810 -0.2 -0.2 0.2 -0.358
```
Positions in Å, forces in eV/Å.

Properties
Highest occupied orbital energy (eV): -8.3
Gap between HOMO and LUMO (hartree): 0.33380
Energy above the lowest of the compared OMol25 structures with the same formula, charge and spin (kcal per mole): 71.3
Structure (SMILES): [H]/N=c1\cc(N)on1N
Charge: 0

Record 4
A gas-phase ion, C10H12N3O2 (charge -1) at a distorted geometry. Source: the Open Molecules 2025 dataset; level of theory: wB97M-V/def2-TZVPD.

```
27
Properties=species:S:1:pos:R:3:forces:R:3:nbo_charge:R:1
C 2.060244 2.166624 -0.292914 -1.0 -0.1 1.5 -0.332
C 2.057043 1.431640 -1.460905 -0.3 -1.2 -1.7 -0.307
C 1.044729 1.603806 0.510565 1.9 2.0 1.1 -0.062
C 1.097438 0.417163 -1.370159 -0.2 1.6 0.3 -0.098
C -2.054594 -0.485045 -1.673657 -1.1 -1.6 -1.4 -0.004
C -3.391143 0.911226 -0.010688 0.0 0.2 -1.9 0.793
C -1.950059 0.617339 -0.760431 0.2 -1.0 3.6 -0.427
C -0.768738 -0.055019 0.233156 -1.1 -0.4 -1.6 0.333
C -0.984295 -0.063695 1.722432 1.9 2.5 -0.9 -0.631
C -0.066128 -2.552712 0.429905 -3.6 -0.2 -3.5 -0.397
N -1.539794 -1.616746 -1.333505 0.5 0.3 -0.3 -0.243
N 0.499381 0.622714 -0.184483 -1.5 -1.7 2.0 -0.338
N -0.756734 -1.437264 -0.212010 -0.2 0.7 -1.4 -0.328
O -3.952841 1.905165 -0.503467 0.3 0.6 -0.1 -0.775
O -3.823017 0.106708 0.785742 -0.1 -1.4 1.6 -0.746
H 2.653119 3.018198 -0.018344 0.3 0.0 0.0 0.207
H 2.573514 1.608507 -2.381197 0.5 0.2 -0.1 0.203
H 0.834844 1.806788 1.584797 0.0 -0.2 -1.3 0.210
H 0.474582 -0.149535 -2.023631 0.6 -0.5 -0.9 0.229
H -2.681581 -0.471543 -2.576327 0.2 0.0 0.5 0.196
H -1.887546 1.607036 -1.138946 1.4 0.7 -0.5 0.262
H -0.202129 -0.569062 2.236982 1.1 -0.4 0.3 0.193
H -1.864061 -0.470064 2.053408 -2.5 -0.9 0.1 0.261
H -0.941907 0.982922 1.981160 -0.3 0.3 0.8 0.207
H 0.881544 -2.300740 0.608267 3.8 1.1 1.5 0.190
H -0.700760 -2.769191 1.228732 -0.2 -1.2 1.9 0.192
H 0.022366 -3.396038 -0.304151 -0.6 0.7 0.6 0.212
```
Positions in Å, forces in eV/Å.

Properties
Highest occupied orbital energy (eV): -3.9
Gap between HOMO and LUMO (hartree): 0.27024
Energy above the lowest of the compared OMol25 structures with the same formula, charge and spin (kcal per mole): 58.1
Structure (SMILES): CN1N=C[C@@H](C(=O)[O-])[C@]1(C)n1cccc1
Charge: -1

Record 5
7 unconnected molecules or ions with the total composition C29H58Br2N8O7 at a distorted geometry. Source: the Open Molecules 2025 dataset; level of theory: wB97M-V/def2-TZVPD.

```
104
Properties=species:S:1:pos:R:3:forces:R:3:mulliken_charge:R:1
C -0.756366 2.556319 2.924275 0.8 -1.2 0.7 -0.015
O -0.684542 3.759744 3.770059 -1.1 0.5 -2.0 -0.327
C -1.130557 4.969845 3.024346 -0.8 -0.5 0.9 -0.726
C 0.071037 5.737491 2.214202 0.9 0.9 0.9 1.233
N 0.047054 7.203020 2.697313 0.9 -0.9 -0.3 -0.588
C 1.560955 5.159916 2.691837 3.4 -1.7 1.6 0.077
C 2.036402 5.419690 4.225448 1.7 -0.9 -0.5 -0.526
C 3.483455 4.959666 4.897561 -1.6 -1.3 -6.1 -0.604
C 4.411240 4.121215 3.785290 -4.1 1.9 -0.2 -0.170
C 3.736744 3.930526 2.315502 0.0 0.7 1.7 -0.114
N 2.440502 4.405662 1.754201 1.1 1.1 5.5 -0.073
C -0.117557 5.800430 0.586581 1.1 -0.7 0.6 -0.768
Br -1.745700 6.895141 0.173092 1.1 -0.3 0.2 -0.090
C -0.228930 4.344239 -0.158344 1.9 0.8 -1.9 0.008
C 0.354410 4.581170 -1.707774 -1.6 0.8 -0.2 -1.005
Br -2.155718 3.734192 -0.434917 1.6 -0.2 0.4 -0.081
H 0.202361 2.548098 2.252867 -2.0 -0.1 0.8 0.018
H -1.767295 2.429769 2.347637 2.0 0.6 0.9 0.200
H -0.659684 1.610090 3.643253 -0.2 2.2 -1.4 0.001
H -1.578487 5.704678 3.851690 1.2 -1.5 -1.8 0.260
H -2.036154 4.626797 2.363755 1.9 1.0 0.9 0.186
H 0.949292 7.684328 2.405518 -1.5 -0.9 0.7 0.308
H -0.046554 7.251375 3.735436 0.3 -0.2 -1.3 0.333
H 1.273028 5.995707 4.933096 1.9 -1.4 -1.7 0.074
H 3.817821 5.182046 5.995981 -0.9 -0.4 -2.4 0.309
H 5.487245 3.693630 4.070862 -2.8 1.0 -1.0 0.279
H 4.405459 3.295459 1.553767 -1.8 1.7 1.9 0.101
H 0.807073 6.400738 0.129483 -2.1 -1.5 1.0 0.518
H 0.431895 3.495409 0.302298 -1.7 1.8 -0.4 0.256
H -0.510579 5.190428 -2.260368 2.0 -1.3 1.1 0.306
H 0.486298 3.582718 -2.304051 -0.1 1.9 1.4 0.299
H 1.298447 5.280055 -1.734908 -1.6 -1.7 0.3 0.290
C -0.684429 -0.087629 7.201469 -0.3 0.0 0.1 -1.409
C -0.042740 -0.710993 5.993751 0.4 -0.4 -0.7 0.941
O -0.680017 -1.394154 5.194493 0.1 0.2 0.3 -0.681
N 1.290056 -0.501614 5.793784 -1.0 -0.3 0.3 0.060
C 2.207290 0.261496 6.606183 0.1 -0.1 -0.4 -0.923
H -1.747429 -0.344746 7.222568 0.3 0.0 -0.1 0.306
H -0.218648 -0.470621 8.113392 0.0 0.2 0.0 0.391
H -0.593539 1.000858 7.154735 0.1 -0.1 0.2 0.345
H 1.646932 -0.953832 4.960008 0.1 0.3 -0.1 0.117
H 2.634014 1.051468 5.983925 0.1 0.1 0.2 0.269
H 3.005852 -0.407777 6.934563 0.1 0.2 0.2 0.285
H 1.722424 0.705353 7.477086 0.0 -0.1 -0.2 0.383
C -5.377313 -0.493250 -4.171619 0.0 0.1 -0.3 -1.074
C -4.185547 0.392746 -4.403215 0.4 0.3 -0.5 0.750
O -3.714555 0.574762 -5.524232 -0.2 -0.1 0.4 -0.681
N -3.621282 1.006454 -3.323800 -0.1 -0.2 -0.5 -0.102
C -4.019431 0.924070 -1.938760 0.3 0.2 0.0 -0.695
H -5.712826 -0.909178 -5.126058 0.2 0.2 0.4 0.213
H -5.106544 -1.320946 -3.510679 -0.2 0.1 0.0 0.340
H -6.197701 0.086673 -3.740457 0.0 -0.1 0.1 0.339
H -2.824356 1.585369 -3.562149 -0.2 -0.1 0.1 0.187
H -4.255539 1.933313 -1.593744 -0.1 -0.2 0.3 0.133
H -3.173405 0.537453 -1.365846 -0.2 0.0 0.3 0.259
H -4.885438 0.276729 -1.791929 0.2 0.1 -0.2 0.335
C 7.359593 3.553435 0.025573 -0.1 0.3 0.0 -1.413
C 7.133178 2.423418 0.990316 -0.2 -0.3 0.7 0.799
O 6.610075 2.597291 2.089305 0.3 -0.1 -0.5 -0.568
N 7.526798 1.171739 0.618122 -0.3 0.6 0.3 -0.103
C 8.153198 0.761110 -0.615837 0.0 -0.4 0.2 -0.914
H 6.993842 4.486070 0.464821 0.0 -0.3 0.0 0.284
H 8.427928 3.663903 -0.178622 -0.1 0.0 -0.2 0.454
H 6.810743 3.370344 -0.902053 0.2 0.0 0.0 0.379
H 7.340169 0.466354 1.321434 0.1 0.2 -0.2 0.203
H 7.511698 0.014129 -1.088969 0.2 0.0 -0.3 0.283
H 9.115433 0.305168 -0.371542 0.0 0.0 -0.3 0.317
H 8.308699 1.595194 -1.301913 -0.1 -0.1 0.2 0.337
C 4.926193 -1.494073 2.178671 0.2 0.3 -0.1 -1.178
C 3.611332 -1.775153 2.850287 -0.8 0.1 0.4 0.730
O 2.933410 -0.884159 3.358418 0.4 -0.3 -0.2 -0.656
N 3.171585 -3.065646 2.887942 0.2 0.8 0.0 -0.166
C 3.811870 -4.244600 2.355260 -0.4 -0.2 0.2 -0.877
H 5.139568 -0.422457 2.229962 -0.2 -0.2 0.1 0.071
H 5.730350 -2.030809 2.689045 0.0 -0.1 -0.2 0.422
H 4.879984 -1.786748 1.126315 0.1 -0.1 0.1 0.411
H 2.279434 -3.172361 3.356688 0.2 0.0 -0.1 0.235
H 3.133505 -4.699904 1.630089 0.3 -0.2 -0.1 0.292
H 3.976741 -4.941989 3.179837 0.2 -0.2 -0.2 0.290
H 4.764042 -4.019458 1.872293 -0.2 0.0 0.1 0.336
C -5.510053 -4.867347 -6.424067 0.2 -0.1 0.1 -1.289
C -6.458453 -3.730722 -6.164161 -0.3 0.7 0.5 0.756
O -6.347259 -2.998155 -5.183025 -0.1 -0.7 -0.5 -0.659
N -7.468830 -3.519835 -7.055694 0.5 0.0 0.5 -0.153
C -7.769317 -4.259457 -8.258323 -0.3 0.3 0.0 -0.855
H -4.761698 -4.906658 -5.627237 -0.3 0.1 -0.1 0.233
H -6.054409 -5.815414 -6.433239 0.1 0.0 -0.2 0.389
H -4.993455 -4.714746 -7.375428 -0.1 -0.2 0.0 0.400
H -8.063610 -2.736724 -6.810707 0.2 -0.2 -0.1 0.243
H -7.730553 -3.565549 -9.101142 0.0 -0.3 -0.2 0.287
H -8.782744 -4.657016 -8.166816 0.1 -0.2 -0.3 0.288
H -7.070024 -5.079506 -8.428866 -0.1 0.2 0.1 0.330
C -4.345785 -7.914878 -3.040266 -0.2 0.0 0.2 -1.236
C -4.074386 -8.386504 -4.441281 -0.4 -0.5 -0.8 0.811
O -4.939466 -8.926344 -5.128198 0.4 0.3 0.4 -0.660
N -2.822829 -8.201554 -4.950756 -0.6 -0.1 0.1 -0.189
C -1.678422 -7.595009 -4.313511 0.1 -0.1 -0.4 -0.821
H -5.385224 -8.132154 -2.777820 0.3 0.0 -0.2 0.284
H -3.695104 -8.439224 -2.335346 0.0 0.2 0.0 0.371
H -4.191041 -6.834797 -2.971487 0.1 -0.1 0.2 0.343
H -2.720187 -8.545539 -5.898482 0.0 0.1 0.3 0.225
H -1.365450 -6.742252 -4.920313 0.2 0.1 0.3 0.273
H -0.873587 -8.333336 -4.289524 0.2 0.2 0.2 0.290
H -1.895906 -7.259677 -3.298213 0.0 -0.1 -0.2 0.318
```
Positions in Å, forces in eV/Å.

Properties
Highest occupied orbital energy (eV): -8.3
Gap between HOMO and LUMO (hartree): 0.31146
Structure (SMILES): COC[C@@](N)(c1ccccn1)[C@H](Br)[C@H](C)Br.CNC(C)=O.CNC(C)=O.CNC(C)=O.CNC(C)=O.CNC(C)=O.CNC(C)=O
Charge: 0

no.,E_tot (Ha)
1,-761.147953
2,-5361.832276
3,-412.095360
4,-702.977327
5,-7252.276801